Computed, not measured: a structure of composition C29H35F5N4P2V at a distorted geometry, with ωB97M-V/def2-TZVPD.

Summary:
- spin multiplicity = 4
- energy relative to the best compared isomer or geometry (same formula, charge and spin) (eV) = 0.000
- HOMO (spin up / spin down) (Ha) = -0.3123 / -0.3147
- total energy (a.u.) = -3470.93764
- LUMO (spin up / spin down) (hartree) = -0.023 / -0.054
- frontier orbital gap (spin up / spin down) (eV) = 7.869 / 7.100

Cartesian coordinates (Å):
V 1.870 -1.712 1.177
C -1.637 2.120 -4.207
C -1.308 2.957 -3.216
C -2.309 3.675 -2.358
C -3.581 2.857 -2.000
C -3.393 1.377 -1.752
C -3.543 0.449 -2.704
C -3.875 0.809 -4.135
C -3.028 1.952 -4.750
C 1.771 -3.303 2.580
H -0.896 1.496 -4.716
H -0.268 3.198 -2.994
H -2.631 4.626 -2.821
H -1.793 3.982 -1.435
H -4.005 3.294 -1.078
H -4.332 3.028 -2.784
H -3.177 1.110 -0.709
H -3.452 -0.626 -2.501
H -4.933 1.103 -4.250
H -3.764 -0.099 -4.748
H -2.922 1.750 -5.830
H -3.591 2.889 -4.660
H 2.756 -3.781 2.495
H 0.981 -4.047 2.360
H 1.659 -2.891 3.596
P -0.270 -1.270 1.802
P 1.886 0.442 0.634
N -1.594 -2.301 1.217
N -0.786 -1.271 3.538
N 1.863 0.547 -1.146
N 3.140 1.694 0.792
C -0.844 0.371 1.249
C 0.338 1.352 1.049
C -1.346 -3.503 0.558
C -2.570 -4.078 0.238
C -3.602 -3.205 0.708
C -2.969 -2.118 1.311
C -0.784 -2.383 4.377
C -1.196 -1.991 5.650
C -1.457 -0.587 5.594
C -1.161 -0.166 4.299
C 1.999 -0.609 -1.905
C 1.601 -0.323 -3.205
C 1.251 1.054 -3.258
C 1.381 1.555 -1.964
C 3.531 2.776 0.009
C 4.617 3.408 0.631
C 4.875 2.691 1.843
C 3.953 1.660 1.922
H -1.581 0.796 1.948
H -1.374 0.193 0.295
H 0.107 2.128 0.300
H 0.586 1.881 1.986
H -0.330 -3.823 0.376
H -2.712 -5.014 -0.278
H -4.663 -3.361 0.617
H -3.376 -1.238 1.796
H -0.459 -3.352 4.024
H -1.287 -2.624 6.522
H -1.807 0.043 6.401
H -1.172 0.815 3.866
H 2.436 -1.498 -1.463
H 1.542 -1.032 -4.018
H 0.921 1.617 -4.117
H 1.173 2.543 -1.573
H 3.042 3.012 -0.919
H 5.159 4.258 0.247
H 5.641 2.904 2.573
H 3.802 0.880 2.654
F 4.586 -0.963 0.056
C 4.034 -1.934 0.940
F 4.658 -1.711 2.194
C 4.527 -3.291 0.408
F 3.875 -3.612 -0.754
F 5.856 -3.258 0.118
F 4.360 -4.313 1.295



Computed, not measured: a cluster of 2 separate species, C4H7N3O3P in total at a distorted geometry, with ωB97M-V/def2-TZVPD.

Summary:
- energy relative to the best compared isomer or geometry (same formula, charge and spin) (eV) = 1.920
- HOMO (spin up / spin down) (Ha) = -0.1304 / -0.1115
- total energy (a.u.) = -887.98835
- LUMO (spin up / spin down) (hartree) = 0.137 / 0.125
- net charge = -1
- frontier orbital gap (spin up / spin down) (eV) = 7.281 / 6.438

Cartesian coordinates (Å):
C -1.542 -1.418 -0.050
C 1.263 0.629 -0.209
C -2.713 0.382 -0.469
C -1.133 -0.508 0.875
N -2.444 -0.991 -0.916
N 0.773 1.755 -0.189
N -1.744 0.674 0.525
O 2.756 -1.333 1.033
O 3.276 -0.712 -1.359
O 3.791 0.950 0.639
P 3.037 -0.116 -0.050
H -1.102 -2.385 -0.135
H -2.635 0.967 -1.447
H -3.763 0.435 -0.168
H -0.346 -0.428 1.571
H 1.019 2.641 -0.523
H 2.661 -2.084 0.312
H -1.154 1.540 0.560



Computed, not measured: the molecule C8H13N3OS at a distorted geometry, with ωB97M-V/def2-TZVPD.

Summary:
- energy relative to the best compared isomer or geometry (same formula, charge and spin) (eV) = 0.914
- HOMO (Ha) = -0.2844
- total energy (a.u.) = -950.29124
- SMILES = [H]/N=C/Cc1sc(=O)n(C(C)C)c1N
- LUMO (hartree) = 0.021
- frontier orbital gap (eV) = 8.306

Cartesian coordinates (Å):
H -3.895 0.556 2.236
N -3.292 0.208 1.512
C -3.773 0.090 0.377
C -2.954 -0.447 -0.710
C -1.572 -0.736 -0.330
S -0.901 -2.419 0.058
C 0.719 -1.645 0.514
O 1.644 -2.312 0.994
N 0.716 -0.360 0.185
C 2.004 0.389 -0.050
C 2.877 -0.218 -1.151
C 2.786 0.443 1.267
C -0.539 0.138 -0.183
N -0.703 1.508 -0.301
H -4.717 0.439 0.133
H -2.882 0.209 -1.577
H -3.418 -1.229 -1.135
H 1.759 1.469 -0.265
H 3.074 -1.310 -1.082
H 2.435 -0.179 -2.194
H 3.784 0.372 -1.343
H 3.148 -0.486 1.566
H 2.167 0.949 2.001
H 3.649 0.986 0.931
H -0.374 1.786 -1.214
H -1.742 1.799 -0.240



Computed, not measured: a structure of composition C22H23ClN3NiO8P at a distorted geometry, with ωB97M-V/def2-TZVPD.

Summary:
- spin multiplicity = 3
- energy relative to the best compared isomer or geometry (same formula, charge and spin) (eV) = 0.000
- HOMO (spin up / spin down) (Ha) = -0.3193 / -0.3358
- total energy (a.u.) = -3928.01617
- LUMO (spin up / spin down) (hartree) = -0.007 / -0.010
- frontier orbital gap (spin up / spin down) (eV) = 8.494 / 8.861

Cartesian coordinates (Å):
Ni 0.481 1.299 -0.822
O -0.661 3.706 -0.453
N -0.550 2.603 0.346
C -1.560 2.377 1.059
C -1.587 1.282 2.069
C -2.290 1.601 3.226
C -2.337 0.736 4.306
C -1.683 -0.481 4.233
C -1.002 -0.827 3.076
C -0.944 0.030 1.978
P -0.071 -0.519 0.455
C 1.210 -1.659 1.059
C 0.976 -3.019 1.276
C 1.981 -3.822 1.798
C 3.223 -3.275 2.103
C 3.462 -1.925 1.878
C 2.461 -1.116 1.354
C -1.272 -1.598 -0.382
C -0.804 -2.392 -1.431
C -1.689 -3.160 -2.173
C -3.049 -3.130 -1.883
C -3.518 -2.332 -0.849
C -2.631 -1.567 -0.099
H 0.342 3.917 -0.542
H -2.400 3.065 1.023
H -2.787 2.565 3.285
H -2.878 1.017 5.201
H -1.702 -1.166 5.072
H -0.506 -1.788 3.026
H 0.013 -3.452 1.038
H 1.792 -4.875 1.971
H 4.007 -3.907 2.507
H 4.434 -1.499 2.106
H 2.648 -0.063 1.151
H 0.255 -2.399 -1.670
H -1.319 -3.783 -2.979
H -3.741 -3.728 -2.463
H -4.579 -2.302 -0.625
H -3.004 -0.941 0.706
O 1.283 1.219 -4.614
Cl 1.864 1.289 -3.296
O 3.286 1.326 -3.361
O 1.407 0.132 -2.483
O 1.335 2.461 -2.574
C 4.171 2.915 0.664
C 2.755 2.862 0.147
O 2.209 3.936 -0.207
O 2.231 1.687 0.101
H 4.548 3.934 0.652
H 4.800 2.272 0.047
H 4.184 2.525 1.684
N -1.725 2.436 -3.537
C -1.644 1.199 -2.995
N -1.862 0.126 -3.794
O -1.457 1.046 -1.765
H -1.543 2.536 -4.521
H -1.349 3.163 -2.951
H -1.599 0.213 -4.761
H -1.619 -0.753 -3.367



Computed, not measured: a cluster of 7 separate species, C16H49N5O10 in total at a distorted geometry, with ωB97M-V/def2-TZVPD.

Summary:
- energy relative to the best compared isomer or geometry (same formula, charge and spin) (eV) = 0.000
- HOMO (Ha) = -0.3174
- total energy (a.u.) = -1664.98708
- LUMO (hartree) = 0.013
- frontier orbital gap (eV) = 8.984

Cartesian coordinates (Å):
N -0.446 -0.572 0.393
H -1.044 -1.277 0.849
H -0.689 -0.423 -0.577
H 0.486 -0.992 0.458
H -0.464 0.332 0.892
N 1.207 -3.352 1.224
O 1.210 -2.308 1.939
O 0.683 -3.280 0.073
O 1.729 -4.393 1.623
C -0.475 0.980 3.476
C 1.031 1.180 3.609
O 1.666 0.287 2.674
O -0.890 1.405 2.188
H -1.036 1.432 4.303
H -0.658 -0.091 3.648
H 1.346 0.945 4.629
H 1.249 2.217 3.367
H 1.694 -0.590 3.078
H -1.643 1.992 2.294
C -4.287 0.108 -2.230
C -2.974 0.154 -1.493
O -2.915 1.073 -0.420
O -4.710 1.431 -2.478
H -4.993 -0.495 -1.647
H -4.143 -0.399 -3.192
H -2.143 0.377 -2.185
H -2.743 -0.827 -1.072
H -3.042 1.984 -0.703
H -5.594 1.412 -2.854
C 1.641 2.973 0.710
C 2.022 3.620 -0.608
C 3.493 3.379 -0.936
O 4.416 3.824 0.023
C 4.644 5.212 -0.022
N 1.178 2.986 -1.633
H 1.928 1.920 0.686
H 0.569 3.087 0.858
H 2.110 3.438 1.579
H 1.845 4.696 -0.583
H 3.690 3.884 -1.903
H 3.678 2.323 -1.157
H 3.742 5.802 0.181
H 5.045 5.493 -1.005
H 5.374 5.474 0.740
H 1.428 3.269 -2.577
H 1.345 1.981 -1.608
C -1.725 -3.008 3.155
C -2.770 -3.020 2.057
C -3.886 -2.002 2.214
O -4.498 -2.012 3.470
C -5.438 -3.029 3.666
N -2.185 -2.894 0.700
H -2.241 -3.014 4.115
H -1.063 -2.146 3.053
H -1.063 -3.871 3.087
H -3.270 -4.005 2.107
H -4.639 -2.163 1.420
H -3.488 -1.002 1.991
H -5.015 -4.039 3.739
H -6.231 -3.016 2.906
H -5.934 -2.870 4.626
H -2.922 -3.257 0.090
H -1.432 -3.546 0.476
C 3.873 -1.492 -2.653
C 2.734 -0.512 -2.354
C 1.773 -0.534 -3.533
O 2.347 0.226 -4.567
C 1.885 -0.091 -5.859
N 2.008 -0.892 -1.135
H 3.441 -2.472 -2.874
H 4.513 -1.640 -1.775
H 4.576 -1.213 -3.438
H 3.126 0.501 -2.254
H 0.807 -0.062 -3.263
H 1.471 -1.567 -3.765
H 0.820 0.199 -5.924
H 1.966 -1.162 -6.052
H 2.391 0.517 -6.602
H 1.921 -1.910 -1.109
H 2.588 -0.672 -0.327



Computed, not measured: a cluster of 2 separate species, C3H5N3O in total at a distorted geometry, with ωB97M-V/def2-TZVPD.

Summary:
- energy relative to the best compared isomer or geometry (same formula, charge and spin) (eV) = 5.735
- HOMO (Ha) = -0.3152
- total energy (a.u.) = -356.64663
- SMILES = [H]/N=C\C=N/[H].N=C=O
- LUMO (hartree) = -0.029
- frontier orbital gap (eV) = 7.792

Cartesian coordinates (Å):
H -1.412 1.735 -1.428
N -1.509 0.735 -1.582
C -1.259 -0.106 -0.732
C 0.393 -0.772 -0.601
N 0.552 -1.922 -0.095
H 0.102 -1.972 0.826
H -1.878 -0.573 0.028
H 0.910 -0.577 -1.542
N 1.546 1.375 1.267
C 0.558 0.639 1.179
O -0.471 0.321 1.717
H 2.468 1.116 0.964



Computed, not measured: a cluster of 8 separate species, C35H57BCl14N4O8PS in total at a distorted geometry, with ωB97M-V/def2-TZVPD.

Summary:
- HOMO (Ha) = -0.4122
- total energy (a.u.) = -9395.58461
- LUMO (hartree) = -0.155
- net charge = +1
- frontier orbital gap (eV) = 6.993

Cartesian coordinates (Å):
C 1.397 1.508 2.371
C 1.903 0.951 1.270
C 1.774 -0.560 0.928
C 1.500 -1.318 2.231
O 2.451 -1.108 3.261
C 1.895 -1.354 4.503
C 1.797 -2.703 4.908
C 1.262 -3.032 6.152
C 0.811 -2.028 7.032
C 0.935 -0.704 6.612
C 1.469 -0.346 5.358
C 0.507 -0.740 0.024
N -0.389 0.463 0.137
C -1.341 0.204 0.867
O -2.085 -0.073 1.716
C 0.721 -1.124 -1.460
C -0.515 -0.869 -2.358
C -1.626 -1.930 -1.964
C -3.017 -1.275 -1.784
C -3.852 -1.878 -0.604
C -4.755 -0.803 0.041
C -5.749 -0.132 -0.939
C -6.055 1.296 -0.387
C 2.070 -0.581 -2.141
C 2.468 -1.699 -3.155
C 3.239 -1.318 -4.417
C 4.500 -0.496 -4.174
O 5.441 -1.014 -3.626
O 4.633 0.787 -4.569
B 1.671 0.858 -2.753
O 1.402 1.879 -1.807
N 1.486 1.213 -4.172
C 2.194 2.541 -4.329
C 0.066 1.509 -4.493
C 3.262 -0.388 -1.148
N 3.112 -0.945 0.245
N 4.091 -0.192 1.065
C 5.289 -0.466 0.889
S 6.784 -0.670 0.530
P 3.477 -2.681 0.325
O 2.298 -3.526 0.061
O 4.623 -3.077 -0.727
O 4.032 -3.060 1.783
H 0.559 1.075 2.917
H 1.789 2.460 2.729
H 2.390 1.645 0.589
H 1.352 -2.403 2.098
H 0.526 -0.940 2.591
H 2.155 -3.489 4.242
H 1.196 -4.088 6.409
H 0.385 -2.316 7.989
H 0.609 0.096 7.272
H 1.553 0.700 5.075
H -0.080 -1.563 0.463
H 0.844 -2.220 -1.477
H -0.972 0.113 -2.210
H -0.252 -1.087 -3.399
H -1.318 -2.466 -1.055
H -1.663 -2.664 -2.778
H -2.971 -0.187 -1.611
H -3.626 -1.427 -2.687
H -4.471 -2.675 -1.037
H -3.199 -2.261 0.194
H -5.340 -1.200 0.885
H -4.143 0.009 0.462
H -6.675 -0.706 -1.075
H -5.311 0.045 -1.935
H -6.794 1.819 -0.998
H -5.105 1.849 -0.388
H -6.387 1.229 0.660
H 1.541 -2.199 -3.471
H 3.039 -2.483 -2.636
H 2.627 -0.808 -5.173
H 3.565 -2.244 -4.913
H 4.014 1.006 -5.280
H 2.206 2.340 -1.550
H 3.087 2.618 -3.703
H 2.416 2.669 -5.398
H 1.464 3.328 -4.081
H -0.053 2.158 -5.365
H -0.451 1.941 -3.617
H -0.457 0.563 -4.694
H 3.512 0.670 -1.017
H 4.144 -0.816 -1.648
H 4.249 -3.767 -1.299
H 3.868 -4.012 1.880
C 6.142 -2.805 4.384
Cl 6.510 -1.205 5.037
Cl 5.966 -4.011 5.661
H 5.212 -2.742 3.831
H 6.950 -3.106 3.726
C -5.719 5.061 -1.571
Cl -6.611 4.010 -2.676
Cl -6.422 5.050 0.051
H -4.695 4.710 -1.511
H -5.744 6.074 -1.957
C -8.476 -0.982 1.348
Cl -8.100 -2.366 0.313
Cl -9.694 0.065 0.618
H -8.852 -1.349 2.297
H -7.569 -0.408 1.502
C -3.964 0.921 -4.924
Cl -3.314 2.212 -3.908
Cl -2.675 -0.085 -5.603
H -4.614 0.296 -4.321
H -4.525 1.363 -5.739
C -3.123 -0.512 5.194
Cl -1.356 -0.362 5.276
Cl -3.917 1.068 5.211
H -3.388 -1.025 4.276
H -3.461 -1.083 6.052
C -1.501 5.627 -4.442
Cl -2.409 4.579 -5.535
Cl -2.191 5.627 -2.812
H -0.479 5.269 -4.385
H -1.520 6.640 -4.829
C 7.131 2.273 5.243
Cl 6.315 3.509 6.202
Cl 6.897 2.538 3.508
H 8.192 2.303 5.460
H 6.720 1.305 5.501



Computed, not measured: a structure of composition C2H3Cl3O4S2 at a distorted geometry, with ωB97M-V/def2-TZVPD.

Summary:
- HOMO (Ha) = -0.3199
- total energy (a.u.) = -2555.73275
- LUMO (hartree) = -0.001
- frontier orbital gap (eV) = 8.677

Cartesian coordinates (Å):
C 0.107 0.061 0.180
C 0.835 2.981 -0.794
O 1.976 0.390 -1.743
O -0.431 1.031 -2.105
O 1.093 2.289 -3.471
O -0.586 0.798 -4.439
S 0.911 1.094 -1.112
S -0.229 1.717 -3.461
Cl 2.058 2.892 0.466
Cl -0.772 3.095 -0.148
Cl -1.539 3.151 -3.358
H 0.974 -0.174 0.797
H -0.578 0.740 0.539
H -0.282 -0.650 -0.477



Computed, not measured: a structure of composition C4H3IrO4 at a distorted geometry, with ωB97M-V/def2-TZVPD.

Summary:
- spin multiplicity = 6
- energy relative to the best compared isomer or geometry (same formula, charge and spin) (eV) = 0.000
- HOMO (spin up / spin down) (Ha) = -0.4463 / -0.5448
- total energy (a.u.) = -558.86520
- LUMO (spin up / spin down) (hartree) = -0.223 / -0.302
- net charge = +1
- frontier orbital gap (spin up / spin down) (eV) = 6.073 / 6.607

Cartesian coordinates (Å):
C -0.709 0.289 -0.125
C -0.009 -0.886 -0.398
H -0.479 -1.829 -0.689
O -2.501 -0.921 0.944
C -1.943 0.238 0.528
O -2.869 1.043 -0.021
H -3.342 -1.068 0.497
O 1.342 -1.085 -0.145
C 2.207 -0.004 -0.115
O 3.186 -0.156 0.606
Ir 0.968 1.717 0.136
H -2.565 0.975 -1.049



Computed, not measured: a cluster of 6 separate species, H10O4S in total, with ωB97M-V/def2-TZVPD.

Summary:
- energy relative to the best compared isomer or geometry (same formula, charge and spin) (eV) = 8.672
- HOMO (Ha) = -0.3596
- total energy (a.u.) = -704.82835
- LUMO (hartree) = -0.223
- frontier orbital gap (eV) = 3.719

Cartesian coordinates (Å):
S -0.683 0.237 1.915
H 1.914 0.409 0.287
H -0.178 0.664 3.081
H -0.196 -1.679 0.800
H 0.308 -1.628 -0.591
O 0.079 -2.279 0.086
H 2.030 -0.171 0.750
H 2.280 -1.373 -2.150
O 1.582 -0.911 -1.662
H -0.135 3.134 -0.084
H -0.140 1.775 0.568
O 0.084 2.219 -0.267
H 0.030 -0.435 -2.086
H -0.563 0.818 -1.384
O -0.733 0.177 -2.091



Computed, not measured: the molecule C7H7NO2 at a distorted geometry, with ωB97M-V/def2-TZVPD.

Summary:
- energy relative to the best compared isomer or geometry (same formula, charge and spin) (eV) = 4.047
- HOMO (Ha) = -0.3585
- total energy (a.u.) = -476.03419
- SMILES = Cc1ccc([N+](=O)[O-])cc1
- LUMO (hartree) = 0.004
- frontier orbital gap (eV) = 9.864

Cartesian coordinates (Å):
C -0.483 2.640 -0.638
C -0.152 1.176 -0.433
C -0.220 0.158 -1.307
C 0.007 -1.215 -0.955
C 0.130 -1.494 0.353
N 0.423 -2.948 0.856
O 0.338 -3.469 1.894
O 0.811 -3.527 -0.123
C 0.399 -0.457 1.356
C 0.148 0.820 0.931
H -1.603 2.778 -0.587
H -0.187 2.961 -1.627
H -0.138 3.394 0.126
H -0.184 0.334 -2.348
H -0.206 -2.029 -1.650
H 0.602 -0.729 2.445
H 0.315 1.606 1.707



> The highest total energy belongs to which entry?

C3H5N3O